16
Properties=species:S:1:pos:R:3 method="wB97M-V/def2-TZVPD" total_charge=+1 e_above_lowest_ev=4.884 total_energy_ev=-9773.6580 orbital_gap_ev=8.48 lumo_energy_ev=-4.90
C -2.20 -0.66 0.16
N -1.05 0.08 -0.38
N -0.94 1.23 0.09
C 0.15 2.00 -0.09
C 1.42 1.69 0.15
C 1.80 0.33 0.21
C 1.25 -0.76 -0.33
N 0.97 -1.98 -0.60
H -3.03 0.06 0.46
H -2.60 -1.25 -0.57
H -1.78 -1.18 1.11
H -0.10 3.03 0.03
H 2.25 2.28 0.40
H 2.58 0.04 0.92
H 1.22 -2.45 -1.48
H 0.08 -2.45 -0.07